1.
# C29H25Cl4F7MoN3O8S3

A molecular structure, C29H25Cl4F7MoN3O8S3 (ωB97M-V with the def2-TZVPD basis set, the Open Molecules 2025 dataset).

**Net charge**: -1
**2S+1**: 3
**⟨S²⟩**: 2.0229
**LUMO energy (alpha / beta)**: 1.46 / 1.81 eV
**Frontier orbital gap (alpha / beta)**: 7.0356 / 7.3573 eV

Last column: Löwdin charge in e.
Atoms and positions in Å:
S  -1.53  2.48  -1.75  0.61
F  -1.03  2.51  -6.11  0.13
C  -4.24  -0.15  -2.30  -0.01
C  3.80  1.03  -0.37  -0.45
H  2.20  -4.93  -2.19  0.09
H  3.94  -3.91  3.12  0.11
F  -5.94  1.47  -2.13  0.04
S  -0.78  0.96  -3.98  0.58
C  1.53  -4.54  -2.95  -0.03
F  0.73  2.91  -4.91  0.13
O  -2.66  3.26  -1.36  -0.24
H  -2.68  -1.60  -2.27  0.11
H  -5.46  1.48  0.40  0.12
O  1.55  0.36  -0.33  -0.22
C  1.92  -2.84  0.78  -0.63
C  -0.08  1.95  -5.37  -0.68
C  -0.89  0.29  4.17  -0.58
C  -3.90  -0.01  0.45  -0.05
C  0.55  -4.65  -5.14  -0.09
F  0.64  1.14  -6.15  0.13
Cl  4.76  -0.49  -0.47  0.58
Cl  0.58  2.35  7.25  0.64
Cl  -1.82  -1.16  3.98  0.72
C  0.14  1.86  5.64  -0.67
H  -3.75  0.06  1.52  0.11
O  -1.62  0.01  -4.64  -0.28
N  3.02  -3.33  1.38  -0.12
C  -4.85  0.79  -0.16  -0.01
H  3.57  1.32  -1.39  0.07
C  3.35  -3.06  2.77  -0.25
Cl  0.46  3.30  1.96  0.81
C  -5.01  0.70  -1.53  -0.29
C  -0.55  0.68  5.45  -0.14
H  -0.60  -1.96  -3.44  0.08
H  4.40  -1.63  4.00  0.08
Mo  -0.30  -0.39  0.29  1.59
H  4.95  -3.97  1.10  0.12
C  -0.06  -2.87  -3.64  -0.01
C  -0.54  1.05  3.04  -0.42
H  4.37  -6.18  0.08  0.07
H  -4.36  -0.16  -3.38  0.12
C  0.12  2.26  3.29  -0.57
C  -0.18  -3.50  -4.87  -0.06
O  2.53  0.84  1.64  -0.01
H  3.52  -0.91  2.64  0.04
H  0.45  -5.14  -6.10  0.10
H  -0.84  0.06  6.29  0.10
S  0.89  -1.87  1.76  0.80
O  0.37  0.50  -3.25  -0.27
C  -3.10  -0.89  -0.29  -0.32
C  2.53  0.74  0.42  -0.73
H  2.43  -3.05  3.36  0.08
H  -1.86  -2.63  -0.15  0.06
C  4.12  -1.76  2.95  -0.08
C  0.47  2.67  4.56  -0.13
H  3.56  -6.00  1.63  0.07
O  0.17  -1.69  -1.21  -0.20
H  0.99  3.60  4.71  0.10
O  -0.84  0.70  1.80  -0.32
C  3.62  -5.61  0.62  -0.08
H  4.04  -3.74  -0.39  0.10
F  1.05  3.06  -1.69  0.14
C  0.79  -3.39  -2.68  -0.12
C  3.98  -4.13  0.62  -0.22
N  1.76  -3.22  -0.50  0.13
H  1.98  -6.07  -4.39  0.10
C  -2.03  -1.69  0.37  -0.25
H  5.04  -1.77  2.35  0.06
F  -0.21  4.45  -0.61  0.09
F  -0.19  4.49  -2.76  0.13
C  0.90  -2.71  -1.35  -0.38
O  -1.13  1.41  -0.84  -0.38
C  -0.13  3.69  -1.70  -0.67
H  -2.26  -1.89  1.41  0.01
H  4.41  1.76  0.14  0.08
C  1.40  -5.17  -4.18  -0.09
C  -3.29  -0.94  -1.67  -0.05
N  -1.64  2.05  -3.24  -0.27
H  2.66  -5.75  0.13  0.06
H  -0.84  -3.08  -5.62  0.11

2.
# C4H8N2O2

A single C4H8N2O2 molecule at a distorted geometry (ωB97M-V with the def2-TZVPD basis set, the Open Molecules 2025 dataset).

**2S+1**: 1
**LUMO energy**: 1.15 eV
**Frontier orbital gap**: 11.0964 eV

Last column: Löwdin charge in e.
Atoms and positions in Å:
H  0.70  1.11  0.73  0.16
H  2.64  -2.72  0.70  0.07
H  -0.97  0.78  2.80  0.15
O  -0.96  0.87  -0.63  -0.13
C  -0.14  0.39  0.45  -0.43
H  1.40  -2.87  -0.61  0.12
H  -0.31  -0.81  2.27  0.08
C  -0.74  1.92  -2.53  -0.04
H  -0.28  2.74  -3.23  0.11
C  -0.94  0.02  1.73  -0.06
O  0.33  -0.86  -0.10  -0.14
C  1.75  -2.26  0.29  -0.07
H  -1.74  1.57  -2.65  0.07
H  -2.01  -0.35  1.45  0.09
N  -0.11  1.70  -1.47  0.01
N  1.39  -1.22  0.78  0.01

3.
# C14H17CoIN2O2

A molecular structure, C14H17CoIN2O2 at a distorted geometry (ωB97M-V with the def2-TZVPD basis set, the Open Molecules 2025 dataset).

**2S+1**: 4
**⟨S²⟩**: 3.7711
**LUMO energy (alpha / beta)**: -0.91 / -1.00 eV
**Frontier orbital gap (alpha / beta)**: 5.8716 / 6.5626 eV

Last column: Löwdin charge in e.
Atoms and positions in Å:
H  0.47  2.73  -0.94  0.13
C  0.97  1.09  3.17  -0.03
H  0.80  -2.76  0.20  0.12
N  1.78  -1.40  -1.01  -0.07
H  -2.61  -1.27  1.19  0.03
C  2.86  1.14  -3.55  0.02
C  1.52  -2.67  -0.60  -0.08
C  -2.30  -0.64  1.98  -0.21
H  -3.48  1.17  1.19  0.07
O  1.11  -0.01  2.15  -0.15
I  -1.33  -0.66  -1.98  0.29
C  3.09  -2.06  -2.85  0.02
N  1.55  1.09  -1.56  -0.09
H  3.00  3.10  -4.42  0.11
H  3.49  -4.18  -2.86  0.11
C  1.70  3.16  -2.71  -0.02
H  3.46  0.59  -4.28  0.12
H  -0.10  1.07  3.46  0.07
H  -1.81  0.83  0.80  0.02
C  -2.55  0.79  1.69  -0.21
H  1.44  4.22  -2.78  0.11
H  3.66  -1.79  -3.73  0.11
H  2.00  -4.73  -0.90  0.11
C  1.69  0.36  0.99  -0.50
H  1.24  2.09  2.79  0.09
H  -1.18  -0.67  1.89  0.05
H  -2.54  -1.09  2.95  0.07
O  2.76  0.95  0.86  0.00
C  2.96  -3.37  -2.36  -0.04
C  2.48  -1.03  -2.12  -0.17
C  2.36  0.41  -2.44  -0.16
Co  0.57  -0.09  -0.67  0.08
H  -2.13  1.62  2.28  0.06
C  2.56  2.50  -3.62  -0.04
C  2.16  -3.72  -1.26  -0.02
H  1.59  0.86  4.06  0.08
C  1.19  2.39  -1.67  -0.08

4.
# C14H25Br2Cl8N2

5 unconnected molecules or ions with the total composition C14H25Br2Cl8N2 at a distorted geometry (ωB97M-V with the def2-TZVPD basis set, the Open Molecules 2025 dataset).

**Net charge**: +1
**2S+1**: 1
**LUMO energy**: -2.49 eV
**Frontier orbital gap**: 10.0395 eV

Last column: Löwdin charge in e.
Atoms and positions in Å:
H  -4.50  0.00  0.40  0.11
H  7.86  -0.46  -8.84  0.03
C  -3.73  -0.31  1.10  -0.23
H  -7.46  -2.34  5.36  0.03
H  -2.01  5.12  2.54  0.03
H  -0.81  -2.41  -1.13  0.19
Cl  5.07  -1.43  -5.03  0.51
C  -2.38  4.11  2.59  -1.01
C  -4.05  0.25  2.51  -0.11
C  -0.18  -0.70  -0.12  -0.22
C  -2.37  0.23  0.59  -0.19
H  -5.13  0.21  2.64  0.02
C  1.34  1.11  1.91  -0.75
H  -2.16  1.24  0.94  0.04
H  3.39  1.01  2.61  0.06
N  0.80  0.18  -0.36  0.01
Cl  3.32  -2.34  -2.87  0.60
Cl  8.77  -0.42  -6.67  0.50
H  -3.54  -0.32  3.27  0.05
C  0.85  -1.35  -1.97  -0.11
H  2.27  0.25  -2.02  0.08
H  -2.44  0.24  -0.51  0.12
H  -7.15  -2.76  3.66  0.03
H  0.33  2.14  0.29  0.09
Cl  -7.35  -0.44  3.97  0.53
C  2.63  0.33  2.22  -0.14
C  4.62  -2.78  -4.00  -0.97
Br  2.70  2.25  -0.30  0.85
Cl  6.08  0.36  -7.54  0.47
Cl  -5.18  -2.20  4.81  0.52
H  -3.74  1.30  2.52  0.02
H  1.05  -1.92  -2.85  0.06
C  -6.91  -2.08  4.47  -1.00
Br  1.46  2.87  2.79  0.75
C  1.45  -0.23  -1.53  -0.10
H  2.42  -0.36  3.04  0.09
C  -1.20  -0.72  0.96  -0.08
H  -3.69  -1.40  1.12  0.10
H  -1.60  -1.73  0.99  0.12
H  5.49  -3.09  -3.43  0.03
H  -0.80  -0.53  1.95  0.11
Cl  -3.02  3.66  1.00  0.54
H  3.05  -0.19  1.36  0.07
C  7.79  0.21  -8.00  -1.01
H  -1.58  3.43  2.85  -0.02
Cl  -3.63  4.02  3.84  0.54
H  0.50  0.64  2.40  0.05
H  4.27  -3.60  -4.62  0.03
N  -0.17  -1.63  -1.07  0.17
C  1.12  1.39  0.42  -0.65
H  8.16  1.19  -8.27  0.03

Which formula does entry 2 have?
C4H8N2O2

What did the third record say?
# C14H17CoIN2O2

A molecular structure, C14H17CoIN2O2 at a distorted geometry (ωB97M-V with the def2-TZVPD basis set, the Open Molecules 2025 dataset).

**2S+1**: 4
**⟨S²⟩**: 3.7711
**LUMO energy (alpha / beta)**: -0.91 / -1.00 eV
**Frontier orbital gap (alpha / beta)**: 5.8716 / 6.5626 eV

Last column: Löwdin charge in e.
Atoms and positions in Å:
H  0.47  2.73  -0.94  0.13
C  0.97  1.09  3.17  -0.03
H  0.80  -2.76  0.20  0.12
N  1.78  -1.40  -1.01  -0.07
H  -2.61  -1.27  1.19  0.03
C  2.86  1.14  -3.55  0.02
C  1.52  -2.67  -0.60  -0.08
C  -2.30  -0.64  1.98  -0.21
H  -3.48  1.17  1.19  0.07
O  1.11  -0.01  2.15  -0.15
I  -1.33  -0.66  -1.98  0.29
C  3.09  -2.06  -2.85  0.02
N  1.55  1.09  -1.56  -0.09
H  3.00  3.10  -4.42  0.11
H  3.49  -4.18  -2.86  0.11
C  1.70  3.16  -2.71  -0.02
H  3.46  0.59  -4.28  0.12
H  -0.10  1.07  3.46  0.07
H  -1.81  0.83  0.80  0.02
C  -2.55  0.79  1.69  -0.21
H  1.44  4.22  -2.78  0.11
H  3.66  -1.79  -3.73  0.11
H  2.00  -4.73  -0.90  0.11
C  1.69  0.36  0.99  -0.50
H  1.24  2.09  2.79  0.09
H  -1.18  -0.67  1.89  0.05
H  -2.54  -1.09  2.95  0.07
O  2.76  0.95  0.86  0.00
C  2.96  -3.37  -2.36  -0.04
C  2.48  -1.03  -2.12  -0.17
C  2.36  0.41  -2.44  -0.16
Co  0.57  -0.09  -0.67  0.08
H  -2.13  1.62  2.28  0.06
C  2.56  2.50  -3.62  -0.04
C  2.16  -3.72  -1.26  -0.02
H  1.59  0.86  4.06  0.08
C  1.19  2.39  -1.67  -0.08

What is the 2S+1 in the second record?
1